one) The following is a quantum chemistry calculation of a molecular structure, H35O17, from OMol25.

```
52
H35O17, DFT the ωB97M-V functional and the def2-TZVPD basis
O 0.597 3.811 -3.114
H 0.069 3.473 -3.845
H 0.006 4.433 -2.680
O -2.216 0.564 -1.817
H -2.393 -0.401 -1.172
H -2.298 1.164 -1.055
O 3.350 0.671 2.667
H 3.993 0.436 3.343
H 3.823 0.569 1.833
O 2.779 -1.219 0.428
H 2.249 -0.414 0.369
H 2.989 -2.166 -1.460
O 0.488 2.275 2.926
H 3.890 3.843 -0.823
O 3.083 -1.990 3.068
H 3.219 -2.939 3.201
H 2.792 -1.679 3.934
O -0.267 -1.589 -2.481
H 0.437 -1.395 -1.857
H 0.043 -1.740 -3.373
O 3.054 3.467 -1.113
H 1.402 1.947 2.937
H 2.603 4.098 -1.681
O 0.170 -2.035 2.603
H -0.788 -0.337 1.871
H -0.140 -2.662 1.950
O -2.186 -4.672 0.064
H -2.133 -3.951 0.696
H -3.068 -5.037 0.198
O -2.559 2.342 0.847
H -2.070 2.880 1.483
H -2.288 1.455 1.131
O -2.260 -1.310 -0.363
H -2.339 -1.092 0.598
H -2.738 -2.121 -0.648
O 1.719 1.340 -0.585
H 2.085 0.699 -1.199
H 2.419 1.965 -0.314
O -2.695 3.046 -2.368
H -2.345 3.896 -2.082
H -1.809 -1.078 2.622
O 2.846 -1.552 -2.191
H 3.371 -1.839 -2.941
H -1.283 0.331 -2.004
O -1.752 -0.335 2.005
H 2.999 -1.474 1.339
H -3.485 2.964 -1.820
O -4.465 -2.676 -0.874
H -5.302 -2.399 -0.483
H -4.771 -3.276 -1.567
H 0.440 2.435 3.880
H 1.098 -2.101 2.844
```

Computed properties:
total charge: +1
E_LUMO: -2.50 eV
orbital gap: 0.391 hartree

two) The following is a quantum chemistry calculation of 17 unconnected molecules or ions with the total composition H35O17, from OMol25.

```
52
H35O17, DFT the ωB97M-V functional and the def2-TZVPD basis
O 2.155 2.074 -3.861
H -1.131 -2.639 1.795
H 0.412 -2.558 1.605
O -0.429 -2.504 1.155
H 0.677 -2.980 -0.290
H -1.661 -3.689 -1.105
O 0.252 2.141 0.297
H -0.469 1.911 -0.299
H -0.121 2.783 0.904
O 3.202 1.141 0.542
H 3.483 1.786 -0.141
H -0.265 -0.017 -0.516
O -3.003 -2.452 2.022
H 3.415 -0.892 -0.774
O -1.248 -0.770 3.662
H -1.587 -1.488 4.210
H -1.606 1.694 -3.983
O -4.850 1.247 -1.268
H -2.536 3.568 2.608
H 4.412 0.227 1.394
O 0.575 -0.345 -0.179
H 2.208 2.137 -4.812
H 0.282 1.369 3.275
O 0.783 -3.776 -0.789
H -3.018 -4.562 -1.269
H 1.093 -4.596 -0.415
O -1.776 0.811 -3.681
H -5.270 1.657 -2.012
H -2.625 0.589 -3.300
O 4.558 1.870 -2.088
H -2.206 1.580 -1.449
H -2.779 -1.935 1.240
O 4.804 -0.672 1.290
H 4.030 2.657 -2.304
H 5.606 -0.377 0.839
O -2.176 1.191 -0.566
H 1.703 1.332 -3.472
H -3.046 1.405 -0.199
O -0.153 1.797 4.016
H -5.196 0.367 -1.103
H -1.623 -0.993 2.828
O 2.725 -0.503 -1.358
H -3.117 -3.371 1.753
H 1.882 -0.338 -0.687
O -2.463 -3.999 -0.731
H -0.446 1.101 4.610
H 3.030 1.824 1.206
O -2.281 2.651 2.676
H -1.321 2.551 2.695
H 0.701 -0.268 0.769
H 4.016 1.301 -2.655
H 2.398 -1.039 -2.085
```

Computed properties:
total charge: +1
E_LUMO: -3.15 eV
orbital gap: 0.362 hartree

Name the least stable of them. two).

one) The following is a quantum chemistry calculation of 8 unconnected molecules or ions with the total composition C32H88N8O8, from OMol25.

```
136
C32H88N8O8, DFT the ωB97M-V functional and the def2-TZVPD basis
C 5.655 0.483 -0.064
C 5.653 1.329 1.263
C 6.406 0.764 2.484
O 6.504 1.762 3.473
C 6.581 1.130 4.745
N 6.037 2.667 0.975
H 5.285 1.059 -0.912
H 4.878 -0.275 0.033
H 6.610 0.119 -0.443
H 4.574 1.366 1.418
H 7.400 0.685 2.044
H 5.835 -0.130 2.735
H 6.365 1.863 5.522
H 7.597 0.752 4.858
H 5.848 0.365 4.999
H 6.216 2.994 1.914
H 6.913 2.708 0.476
C 2.515 -0.880 -1.974
C 1.504 -0.324 -0.871
C 1.815 -0.724 0.526
O 0.919 -0.359 1.543
C -0.479 -0.630 1.302
N 1.550 1.088 -1.035
H 2.453 -1.950 -2.173
H 3.489 -0.479 -1.694
H 2.190 -0.492 -2.940
H 0.493 -0.676 -1.076
H 2.811 -0.402 0.831
H 2.018 -1.795 0.523
H -0.894 0.088 0.594
H -1.020 -0.409 2.222
H -0.656 -1.684 1.087
H 0.901 1.382 -0.320
H 2.434 1.527 -0.816
C 3.340 -3.542 -5.382
C 4.051 -2.184 -5.535
C 5.467 -2.129 -4.949
O 6.014 -0.823 -5.184
C 7.430 -0.798 -4.774
N 4.138 -2.048 -6.970
H 3.585 -4.007 -4.427
H 3.604 -4.239 -6.178
H 2.263 -3.377 -5.363
H 3.495 -1.428 -4.980
H 6.072 -2.978 -5.266
H 5.262 -2.403 -3.915
H 7.820 0.219 -4.812
H 7.927 -1.428 -5.512
H 7.702 -1.025 -3.743
H 3.254 -1.582 -7.115
H 4.680 -1.206 -7.099
C -6.108 4.041 2.652
C -4.805 4.865 2.468
C -3.658 3.990 2.090
O -3.493 2.886 3.008
C -2.146 2.567 3.370
N -5.211 5.803 1.446
H -6.023 3.490 3.588
H -6.529 3.446 1.842
H -6.926 4.699 2.946
H -4.566 5.381 3.398
H -2.828 4.687 2.206
H -3.806 3.622 1.075
H -1.587 3.442 3.701
H -1.793 1.901 2.582
H -2.195 1.834 4.175
H -5.831 5.179 0.950
H -5.758 6.520 1.902
C -3.109 0.821 -3.611
C -2.041 0.285 -2.663
C -2.629 -0.952 -2.018
O -3.837 -0.655 -1.374
C -4.343 -1.830 -0.732
N -0.785 0.063 -3.392
H -2.911 1.797 -4.055
H -4.072 0.871 -3.103
H -3.454 0.142 -4.391
H -1.820 0.891 -1.784
H -1.855 -1.231 -1.303
H -2.780 -1.776 -2.714
H -3.582 -2.151 -0.019
H -4.696 -2.490 -1.525
H -5.233 -1.542 -0.173
H -0.072 0.210 -2.692
H -0.665 0.697 -4.168
C 1.251 -5.070 -2.859
C -0.219 -5.601 -2.781
C -1.213 -4.677 -2.019
O -1.971 -5.356 -0.998
C -1.327 -5.862 0.209
N -0.559 -5.661 -4.256
H 1.955 -5.755 -3.331
H 1.616 -4.893 -1.847
H 1.257 -4.198 -3.512
H -0.332 -6.600 -2.361
H -1.982 -4.225 -2.645
H -0.648 -3.929 -1.462
H -0.613 -5.198 0.697
H -0.719 -6.734 -0.031
H -2.138 -6.201 0.854
H -1.522 -5.958 -4.323
H -0.540 -4.727 -4.639
C -3.233 5.064 -3.499
C -3.395 5.081 -1.936
C -2.130 5.253 -1.123
O -1.373 4.028 -1.012
C -0.213 4.153 -0.177
N -4.138 6.305 -1.638
H -2.512 4.323 -3.844
H -2.800 6.036 -3.736
H -4.196 4.997 -4.003
H -3.970 4.198 -1.653
H -2.410 5.419 -0.083
H -1.476 6.029 -1.521
H -0.665 4.257 0.809
H 0.428 5.024 -0.316
H 0.419 3.268 -0.108
H -4.974 6.100 -2.167
H -4.359 6.343 -0.654
C -2.547 -0.925 8.686
C -3.011 -1.606 7.381
C -2.210 -2.897 6.914
O -1.054 -2.580 6.119
C -1.312 -2.281 4.662
N -4.324 -2.154 7.684
H -3.416 -0.372 9.045
H -1.645 -0.318 8.611
H -2.369 -1.598 9.525
H -3.131 -0.818 6.638
H -2.805 -3.651 6.398
H -1.932 -3.484 7.789
H -1.670 -1.253 4.712
H -2.025 -2.965 4.201
H -0.323 -2.271 4.204
H -4.361 -2.577 8.600
H -4.524 -2.927 7.065
```

Computed properties:
E_LUMO: 0.44 eV
orbital gap: 0.347 hartree

two) The following is a quantum chemistry calculation of 8 unconnected molecules or ions with the total composition C32H88N8O8, from OMol25.

```
136
C32H88N8O8, DFT the ωB97M-V functional and the def2-TZVPD basis
C 2.881 -5.902 5.296
C 4.102 -5.269 5.934
C 5.071 -4.381 5.103
O 5.370 -5.100 3.885
C 5.656 -4.221 2.815
N 3.692 -4.651 7.237
H 2.344 -6.547 5.991
H 3.217 -6.619 4.548
H 2.256 -5.197 4.748
H 4.595 -6.171 6.296
H 6.074 -4.344 5.529
H 4.685 -3.385 4.885
H 6.616 -3.712 2.900
H 4.822 -3.617 2.457
H 5.858 -4.898 1.985
H 4.560 -4.411 7.695
H 3.263 -5.338 7.840
C -5.025 0.301 4.302
C -4.297 -0.806 5.096
C -4.442 -2.234 4.569
O -3.555 -3.266 5.143
C -3.752 -3.652 6.515
N -2.941 -0.461 5.329
H -6.098 0.258 4.486
H -4.886 0.035 3.254
H -4.829 1.369 4.393
H -4.751 -0.834 6.086
H -4.142 -2.275 3.521
H -5.484 -2.539 4.659
H -2.940 -4.354 6.709
H -4.602 -4.305 6.712
H -3.795 -2.900 7.303
H -2.731 0.064 6.165
H -2.505 -1.371 5.281
C -10.349 3.456 -3.370
C -9.685 3.473 -1.930
C -8.167 3.828 -2.172
O -7.367 3.905 -1.007
C -6.021 4.299 -1.445
N -10.294 4.489 -1.103
H -10.168 4.439 -3.805
H -11.433 3.346 -3.376
H -9.892 2.605 -3.875
H -9.801 2.499 -1.455
H -8.191 4.842 -2.572
H -7.700 3.200 -2.931
H -5.962 5.125 -2.154
H -5.461 3.587 -2.051
H -5.291 4.550 -0.675
H -11.147 4.211 -0.639
H -9.614 4.521 -0.356
C 1.356 -2.455 -7.838
C 0.980 -2.118 -9.342
C 0.099 -0.791 -9.535
O -1.165 -0.918 -8.836
C -1.954 0.203 -8.872
N 2.235 -1.982 -9.984
H 0.524 -2.652 -7.162
H 1.990 -1.712 -7.354
H 1.893 -3.397 -7.939
H 0.299 -2.871 -9.739
H 0.058 -0.506 -10.587
H 0.604 0.026 -9.020
H -2.958 -0.136 -8.620
H -2.082 0.468 -9.922
H -1.652 1.075 -8.292
H 2.748 -1.172 -9.666
H 2.085 -1.808 -10.968
C 2.046 6.358 2.137
C 2.368 5.904 3.512
C 1.243 6.210 4.533
O 1.248 7.551 5.078
C 2.196 7.847 6.060
N 2.793 4.473 3.438
H 1.723 7.385 1.965
H 1.480 5.615 1.575
H 2.987 6.328 1.587
H 3.224 6.476 3.870
H 1.271 5.463 5.326
H 0.295 5.941 4.068
H 3.160 7.555 5.642
H 2.016 7.240 6.947
H 2.272 8.851 6.476
H 2.920 4.223 4.408
H 1.977 3.954 3.146
C 1.222 -0.222 1.026
C 0.786 0.699 -0.087
C -0.176 0.010 -1.093
O -0.513 1.041 -2.013
C -1.018 0.559 -3.212
N 0.080 1.819 0.590
H 0.563 -0.371 1.882
H 2.158 0.142 1.451
H 1.466 -1.188 0.586
H 1.696 1.000 -0.606
H -1.152 -0.343 -0.758
H 0.355 -0.815 -1.567
H -0.334 -0.163 -3.658
H -0.950 1.481 -3.789
H -2.044 0.196 -3.157
H -0.621 2.170 -0.047
H -0.505 1.445 1.323
C -1.976 -6.347 -4.714
C -2.058 -5.471 -3.471
C -0.703 -5.273 -2.747
O -0.820 -4.460 -1.529
C -0.701 -5.101 -0.271
N -2.718 -4.156 -3.566
H -3.001 -6.606 -4.979
H -1.569 -7.312 -4.411
H -1.555 -5.790 -5.551
H -2.711 -5.975 -2.758
H 0.077 -4.948 -3.436
H -0.359 -6.275 -2.492
H 0.312 -5.504 -0.239
H -1.459 -5.881 -0.198
H -0.863 -4.404 0.551
H -2.360 -3.692 -4.389
H -2.330 -3.602 -2.816
C 9.260 3.195 0.617
C 7.746 3.413 0.553
C 6.873 2.194 0.341
O 7.211 1.536 -0.845
C 6.291 0.573 -1.316
N 7.389 4.084 1.766
H 9.674 4.129 0.997
H 9.571 3.027 -0.414
H 9.481 2.335 1.250
H 7.419 4.115 -0.215
H 5.862 2.599 0.305
H 6.705 1.527 1.187
H 5.282 0.913 -1.551
H 6.451 -0.227 -0.593
H 6.714 -0.022 -2.126
H 6.396 4.257 1.827
H 7.437 3.417 2.523
```

Computed properties:
E_LUMO: 0.31 eV
orbital gap: 0.340 hartree

Name the least stable of them. two).

one) The following is a quantum chemistry calculation of a single C6H6 molecule, from OMol25.

```
12
C6H6, DFT the ωB97M-V functional and the def2-TZVPD basis
C 1.282 -2.153 0.089
C 1.324 -0.908 0.251
C -0.150 -0.595 -0.099
C 0.632 0.399 0.231
C -1.420 -1.177 -0.517
C 0.847 1.830 0.447
H -2.178 -0.400 -0.568
H -1.726 -1.952 0.185
H -1.313 -1.647 -1.496
H 1.722 2.005 1.071
H -0.030 2.273 0.919
H 1.011 2.325 -0.513
```

Computed properties:
E_LUMO: 0.64 eV
orbital gap: 0.323 hartree

two) The following is a quantum chemistry calculation of a single C6H6 molecule, from OMol25.

```
12
C6H6, DFT the ωB97M-V functional and the def2-TZVPD basis
C -0.952 0.530 -2.763
C -0.969 0.219 -1.601
C -0.960 -0.137 -0.178
C 0.162 0.516 0.591
C 0.947 -0.139 1.521
C 1.249 -0.967 2.484
H -0.941 0.800 -3.797
H -0.916 -1.224 -0.056
H -1.905 0.191 0.284
H 1.748 0.251 0.765
H 0.393 1.547 0.333
H 2.145 -1.586 2.418
```

Computed properties:
E_LUMO (alpha / beta): -0.31 / -0.31 eV
orbital gap (alpha / beta): 0.284 / 0.284 hartree

Name the least stable of them. two).

one) The following is a quantum chemistry calculation of 2 unconnected molecules or ions with the total composition C4H9N4S, from OMol25.

```
18
C4H9N4S, DFT the ωB97M-V functional and the def2-TZVPD basis
C -0.397 0.463 -1.644
C -1.103 -0.564 -1.226
C 0.739 0.745 -0.794
C 0.456 -1.232 0.428
N -0.736 -1.450 -0.234
N 1.118 -0.090 0.152
N 1.472 1.830 -0.971
N 0.962 -2.141 1.296
S -1.377 0.914 2.164
H -0.827 1.078 -2.361
H -2.003 -0.822 -1.868
H -1.037 -2.374 -0.384
H -0.748 2.081 2.728
H 0.936 2.592 -1.223
H 2.267 2.108 -0.420
H 0.318 -2.665 1.735
H 1.885 -2.000 1.490
H -1.925 1.528 1.132
```

Computed properties:
total charge: +1
E_LUMO: -3.65 eV
orbital gap: 0.341 hartree

two) The following is a quantum chemistry calculation of a gas-phase ion, C4H9N4S (charge +1), from OMol25.

```
18
C4H9N4S, DFT the ωB97M-V functional and the def2-TZVPD basis
C -0.487 -0.562 -0.366
C 2.859 -0.900 0.844
C -0.692 1.963 -0.693
C -1.940 -0.943 -0.560
N 0.514 -1.307 -0.080
N 1.227 0.739 -0.051
N 1.595 -0.531 0.200
N -0.015 0.682 -0.510
S -2.918 -0.041 0.758
H 2.610 -0.835 1.959
H 2.892 -1.888 0.441
H 3.584 -0.123 0.487
H -0.186 2.643 -1.287
H -1.674 1.927 -1.126
H -0.788 2.432 0.269
H -2.294 -0.706 -1.604
H -2.059 -2.055 -0.467
H -2.229 -0.494 1.786
```

Computed properties:
total charge: +1
E_LUMO: -4.48 eV
orbital gap: 0.330 hartree

Name the least stable of them. two).